(1)
This record from OMol25 describes a 2-piece molecular cluster, C21H35BF4O4P overall. The level of theory is ωB97M-V/def2-TZVPD.

## Properties
Max |F| ... 8.61 eV Å⁻¹
LUMO energy ... 0.0 eV
Kohn-Sham gap ... 7.44 eV
Total charge ... -1

Last column: natural (NBO) charge in e.
Element x y z (Å)
C  -5.04  -1.38  -7.88  -0.64
C  -4.17  -0.25  -8.72  -0.41
C  -3.66  1.00  -7.78  -0.41
C  -2.95  0.49  -6.34  -0.43
C  -4.00  0.95  -5.15  -0.41
C  -3.62  0.28  -3.67  -0.43
C  -3.22  1.41  -2.54  -0.42
C  -4.07  1.31  -1.14  -0.41
C  -3.68  0.05  -0.17  -0.42
C  -2.09  -0.13  0.14  -0.42
C  -1.60  0.52  1.59  -0.41
C  0.01  0.81  1.45  -0.46
C  0.83  0.88  2.86  -0.03
C  0.32  1.40  4.16  -0.26
C  1.38  1.41  5.45  0.51
O  1.01  2.13  6.54  -0.51
C  2.85  0.64  5.44  -0.42
P  3.93  0.42  7.02  1.36
O  3.92  1.84  7.79  -1.05
C  3.34  0.10  4.15  0.05
C  4.75  -0.74  3.93  -0.51
C  4.42  -2.31  4.35  0.10
C  2.82  -2.67  4.41  -0.68
O  5.02  -3.17  3.29  -0.71
C  2.41  0.35  2.81  0.49
O  2.95  0.08  1.61  -0.54
H  -6.02  -1.65  -8.47  0.21
H  -5.34  -0.99  -6.82  0.21
H  -4.37  -2.36  -7.74  0.21
H  -3.25  -0.83  -9.21  0.20
H  -4.86  0.09  -9.62  0.21
H  -4.58  1.71  -7.54  0.20
H  -2.89  1.66  -8.37  0.21
H  -1.97  1.13  -6.21  0.22
H  -2.69  -0.65  -6.34  0.22
H  -5.12  0.68  -5.43  0.20
H  -3.96  2.13  -5.13  0.20
H  -2.64  -0.37  -3.88  0.21
H  -4.48  -0.43  -3.31  0.21
H  -3.50  2.46  -3.02  0.20
H  -2.06  1.41  -2.42  0.21
H  -5.21  1.15  -1.45  0.21
H  -4.05  2.37  -0.60  0.22
H  -4.23  0.25  0.87  0.21
H  -4.08  -0.98  -0.58  0.21
H  -1.82  -1.29  0.23  0.21
H  -1.37  0.30  -0.68  0.21
H  -2.12  1.58  1.75  0.20
H  -1.88  -0.20  2.51  0.22
H  0.20  1.79  0.82  0.24
H  0.45  -0.13  0.85  0.24
H  -0.78  1.78  4.26  0.25
H  3.44  -0.66  7.85  -0.04
H  5.32  0.17  6.66  0.01
H  5.64  -0.32  4.56  0.29
H  5.11  -0.76  2.80  0.30
H  4.89  -2.58  5.39  0.20
H  2.27  -2.49  3.38  0.21
H  2.25  -2.19  5.33  0.22
H  2.76  -3.85  4.60  0.23
H  4.37  -3.08  2.52  0.46
B  8.95  -0.06  3.77  1.38
F  9.57  -0.99  2.84  -0.59
F  7.66  0.35  3.26  -0.60
F  8.78  -0.71  5.06  -0.59
F  9.81  1.11  3.93  -0.59

(2)
This record from OMol25 describes C21H35BO2P2Pd as an isolated structure. The level of theory is ωB97M-V/def2-TZVPD.

## Properties
ΔE to the lowest compared entry with this formula, charge and spin ... 0.00 kJ/mol
Multiplicity ... 5
<S²> ... 6.032
Max |F| ... 2.97 eV Å⁻¹
LUMO energy (alpha / beta) ... -5.1 / -9.1 eV
Kohn-Sham gap (alpha / beta) ... 6.12 / 5.22 eV
Total charge ... +2

Last column: natural (NBO) charge in e.
Element x y z (Å)
P  -3.75  1.73  -0.09  1.09
P  -2.27  1.51  -2.88  1.02
C  -4.42  2.74  -1.52  -0.72
C  -4.06  2.09  -2.87  -0.72
H  -3.99  3.75  -1.43  0.25
H  -5.51  2.82  -1.41  0.26
H  -4.68  1.21  -3.08  0.24
H  -4.19  2.81  -3.70  0.26
C  -1.48  3.11  -3.39  -0.95
H  -0.43  2.92  -3.66  0.26
H  -1.50  3.83  -2.57  0.25
H  -2.00  3.54  -4.26  0.26
C  -2.32  0.63  -4.49  -0.95
H  -2.68  1.29  -5.29  0.26
H  -2.99  -0.24  -4.41  0.26
H  -1.32  0.27  -4.73  0.26
C  -4.19  2.89  1.26  -0.95
H  -3.96  2.42  2.22  0.26
H  -5.26  3.15  1.22  0.27
H  -3.59  3.81  1.16  0.26
C  -5.13  0.50  0.04  -0.95
H  -5.10  -0.21  -0.80  0.25
H  -6.10  1.02  0.05  0.26
H  -5.01  -0.06  0.97  0.26
Pd  1.61  -0.84  0.96  0.58
C  0.79  -0.92  -1.09  -0.21
C  1.27  0.37  -0.88  -0.23
C  0.42  1.55  -0.49  -0.46
C  0.20  1.78  1.03  -0.45
C  0.09  0.52  1.86  -0.21
C  -0.60  -0.63  1.48  -0.23
C  -1.40  -0.74  0.22  -0.47
C  -0.65  -1.36  -0.98  -0.45
C  2.31  -2.20  3.23  -0.97
H  1.47  -1.63  -1.59  0.25
H  2.29  0.59  -1.24  0.25
H  -0.56  1.47  -0.99  0.21
H  0.90  2.45  -0.91  0.24
H  1.06  2.36  1.41  0.25
H  -0.67  2.43  1.18  0.23
H  0.34  0.64  2.92  0.25
H  -0.82  -1.37  2.25  0.25
H  -1.77  0.26  -0.08  0.22
H  -2.32  -1.32  0.41  0.24
H  -0.64  -2.45  -0.83  0.24
H  -1.20  -1.18  -1.91  0.23
H  2.25  -3.28  3.41  0.26
H  1.28  -1.85  3.07  0.22
H  2.69  -1.68  4.11  0.26
O  4.50  -1.13  2.22  -0.57
B  3.28  -1.95  2.00  0.64
O  3.68  -3.17  1.27  -0.57
C  5.02  -3.21  1.41  0.36
C  5.76  -4.38  1.44  -0.26
C  7.01  -4.39  2.09  -0.11
C  7.51  -3.23  2.65  -0.10
C  6.78  -2.03  2.60  -0.27
C  5.52  -2.01  2.00  0.37
H  5.30  -5.29  1.03  0.26
H  7.57  -5.32  2.15  0.25
H  8.50  -3.25  3.16  0.25
H  7.15  -1.14  3.10  0.26

What did the first record say?
This record from OMol25 describes a 2-piece molecular cluster, C21H35BF4O4P overall. The level of theory is ωB97M-V/def2-TZVPD.

## Properties
Max |F| ... 8.61 eV Å⁻¹
LUMO energy ... 0.0 eV
Kohn-Sham gap ... 7.44 eV
Total charge ... -1

Last column: natural (NBO) charge in e.
Element x y z (Å)
C  -5.04  -1.38  -7.88  -0.64
C  -4.17  -0.25  -8.72  -0.41
C  -3.66  1.00  -7.78  -0.41
C  -2.95  0.49  -6.34  -0.43
C  -4.00  0.95  -5.15  -0.41
C  -3.62  0.28  -3.67  -0.43
C  -3.22  1.41  -2.54  -0.42
C  -4.07  1.31  -1.14  -0.41
C  -3.68  0.05  -0.17  -0.42
C  -2.09  -0.13  0.14  -0.42
C  -1.60  0.52  1.59  -0.41
C  0.01  0.81  1.45  -0.46
C  0.83  0.88  2.86  -0.03
C  0.32  1.40  4.16  -0.26
C  1.38  1.41  5.45  0.51
O  1.01  2.13  6.54  -0.51
C  2.85  0.64  5.44  -0.42
P  3.93  0.42  7.02  1.36
O  3.92  1.84  7.79  -1.05
C  3.34  0.10  4.15  0.05
C  4.75  -0.74  3.93  -0.51
C  4.42  -2.31  4.35  0.10
C  2.82  -2.67  4.41  -0.68
O  5.02  -3.17  3.29  -0.71
C  2.41  0.35  2.81  0.49
O  2.95  0.08  1.61  -0.54
H  -6.02  -1.65  -8.47  0.21
H  -5.34  -0.99  -6.82  0.21
H  -4.37  -2.36  -7.74  0.21
H  -3.25  -0.83  -9.21  0.20
H  -4.86  0.09  -9.62  0.21
H  -4.58  1.71  -7.54  0.20
H  -2.89  1.66  -8.37  0.21
H  -1.97  1.13  -6.21  0.22
H  -2.69  -0.65  -6.34  0.22
H  -5.12  0.68  -5.43  0.20
H  -3.96  2.13  -5.13  0.20
H  -2.64  -0.37  -3.88  0.21
H  -4.48  -0.43  -3.31  0.21
H  -3.50  2.46  -3.02  0.20
H  -2.06  1.41  -2.42  0.21
H  -5.21  1.15  -1.45  0.21
H  -4.05  2.37  -0.60  0.22
H  -4.23  0.25  0.87  0.21
H  -4.08  -0.98  -0.58  0.21
H  -1.82  -1.29  0.23  0.21
H  -1.37  0.30  -0.68  0.21
H  -2.12  1.58  1.75  0.20
H  -1.88  -0.20  2.51  0.22
H  0.20  1.79  0.82  0.24
H  0.45  -0.13  0.85  0.24
H  -0.78  1.78  4.26  0.25
H  3.44  -0.66  7.85  -0.04
H  5.32  0.17  6.66  0.01
H  5.64  -0.32  4.56  0.29
H  5.11  -0.76  2.80  0.30
H  4.89  -2.58  5.39  0.20
H  2.27  -2.49  3.38  0.21
H  2.25  -2.19  5.33  0.22
H  2.76  -3.85  4.60  0.23
H  4.37  -3.08  2.52  0.46
B  8.95  -0.06  3.77  1.38
F  9.57  -0.99  2.84  -0.59
F  7.66  0.35  3.26  -0.60
F  8.78  -0.71  5.06  -0.59
F  9.81  1.11  3.93  -0.59

Question: The highest max |F| belongs to which entry?
Answer: C21H35BF4O4P

Question: Which of these has the highest max |F|?
Answer: C21H35BF4O4P